No. 1
ORCA calculation (ωB97M-V/def2-TZVPD) on a structure of composition C8H14F7InN3O6S2 at a distorted geometry.

The geometry in XYZ format:
```
41
Properties=species:S:1:pos:R:3:nbo_charge:R:1
In 4.55 4.57 19.93 1.517
S 3.40 8.39 20.77 2.100
S 5.49 7.91 22.32 2.065
F 3.11 2.75 18.27 -0.644
F 0.88 8.51 20.00 -0.291
F 1.62 6.51 19.98 -0.307
F 1.07 7.26 21.79 -0.298
F 4.36 9.42 24.36 -0.270
F 3.43 7.46 23.99 -0.296
F 5.21 7.55 24.94 -0.289
O 6.63 7.06 22.60 -0.845
O 5.91 9.22 21.86 -0.833
O 3.64 8.73 19.36 -0.844
O 3.39 9.54 21.70 -0.781
O 6.41 4.08 17.72 -0.635
O 3.72 6.15 17.67 -0.640
N 5.76 2.37 16.49 -0.537
N 2.21 6.48 16.09 -0.566
N 4.22 7.15 21.23 -1.077
C 1.61 7.61 20.64 0.789
C 3.38 6.66 16.62 0.710
C 8.03 3.27 15.96 -0.704
C 4.54 8.14 23.98 0.804
C 4.41 7.60 15.84 -0.676
C 5.95 1.09 15.79 -0.422
C 6.69 3.26 16.76 0.691
C 1.19 5.59 16.77 -0.429
H 5.21 7.08 15.32 0.240
H 0.16 5.94 16.75 0.227
H 6.82 1.09 15.13 0.226
H 8.40 4.28 16.14 0.256
H 1.16 4.66 16.20 0.214
H 8.54 2.54 16.58 0.255
H 4.87 8.37 16.46 0.260
H 8.04 3.16 14.87 0.260
H 2.04 6.64 15.11 0.420
H 5.05 0.97 15.19 0.228
H 5.96 0.33 16.57 0.223
H 1.52 5.32 17.78 0.234
H 3.74 8.12 15.15 0.222
H 4.89 2.49 16.99 0.445
```

## Properties
Relative energy (zero: lowest compared OMol25 entry of this formula, charge and spin)   271.2 kJ/mol
Net charge   +1

---

No. 2
ORCA calculation (ωB97M-V/def2-TZVPD) on a structure of composition C4H8N2S at a distorted geometry.

The geometry in XYZ format:
```
15
Properties=species:S:1:pos:R:3:nbo_charge:R:1
S 1.70 -0.35 3.18 -0.103
N 1.12 0.37 -1.87 -0.852
N -0.69 -0.16 -0.93 -0.626
C 0.69 -0.43 1.81 -0.303
C -1.80 -0.14 0.23 -0.449
C 0.63 0.22 -0.67 0.398
C 1.47 0.11 0.51 -0.438
H 2.58 0.42 0.61 0.263
H -1.16 0.45 -1.66 0.396
H 2.06 1.00 -1.90 0.414
H 0.82 -0.45 -2.57 0.430
H -1.76 -0.98 1.01 0.211
H -0.64 -0.71 1.97 0.236
H -2.15 0.88 0.66 0.220
H -2.86 -0.23 -0.39 0.204
```

## Properties
Relative energy (zero: lowest compared OMol25 entry of this formula, charge and spin)   589.8 kJ/mol

---

No. 3
ORCA calculation (ωB97M-V/def2-TZVPD) on an isolated molecule of C2H4ClFN2OS at a distorted geometry.

The geometry in XYZ format:
```
12
Properties=species:S:1:pos:R:3:nbo_charge:R:1
Cl 2.67 -0.07 0.77 -0.070
S -0.95 -2.07 0.52 0.207
F 1.14 1.67 1.12 -0.377
O -1.80 0.35 -1.80 -0.491
N -0.54 0.63 -1.36 -0.056
N -0.88 -0.43 0.63 -0.827
C 1.32 0.84 -0.04 0.186
C -0.02 0.17 -0.24 0.211
H 0.41 -2.51 0.80 0.106
H -2.29 0.02 -1.07 0.458
H 1.74 1.36 -0.91 0.241
H -0.79 0.04 1.59 0.412
```

## Properties
SMILES   O/N=C(\NS)[C@@H](F)Cl
Relative energy (zero: lowest compared OMol25 entry of this formula, charge and spin)   134.6 kJ/mol

---

No. 4
ORCA calculation (ωB97M-V/def2-TZVPD) on a structure of composition C35H34AuN3OP2.

The geometry in XYZ format:
```
76
Properties=species:S:1:pos:R:3:mulliken_charge:R:1
Au -0.02 -0.76 0.39 1.146
P -2.34 -1.27 0.69 1.069
P 2.35 -1.18 0.24 0.915
O 1.11 5.96 -0.49 -0.401
N 0.00 1.16 -0.37 -0.536
N 0.19 -2.21 1.74 0.018
N -0.31 3.58 -0.16 0.003
C -0.54 4.44 -1.35 -0.641
C 0.73 5.22 -1.63 -0.264
C -2.80 1.13 1.94 -0.505
C 1.38 -2.36 2.44 0.100
C 3.25 -4.36 -2.89 -0.548
C 4.68 2.15 0.72 -0.711
C 3.08 0.99 -1.24 -0.754
C 4.51 2.78 -0.51 -0.760
C 4.06 0.93 0.97 -0.691
C 0.18 4.31 1.03 -0.651
C -0.88 -2.55 2.57 0.449
C -5.41 1.41 1.04 -0.745
C 1.07 -2.88 3.66 -0.775
C -0.14 2.31 -0.27 0.409
C 3.70 2.20 -1.49 -0.681
C -3.89 -1.86 -2.98 -0.711
C -3.53 2.24 2.30 -0.788
C -0.35 -2.99 3.74 -1.129
C 3.89 -3.14 -2.98 -0.760
C -4.15 -3.22 -3.02 -0.527
C -2.29 -2.40 2.12 -1.176
C -3.28 -3.47 -0.79 -0.510
C 1.39 5.14 0.63 -0.168
C 2.09 -3.63 -0.92 -0.428
C -3.34 -1.29 -1.84 -0.567
C -4.83 2.39 1.84 -0.577
C -3.37 0.14 1.13 0.416
C -3.06 -2.09 -0.73 0.569
C 3.28 0.33 -0.02 0.904
C 2.35 -4.61 -1.86 -0.840
C 3.64 -2.14 -2.05 -0.310
C 2.69 -1.94 1.85 -0.997
C -4.68 0.28 0.68 -0.196
C -3.83 -4.03 -1.93 -0.796
C 2.75 -2.39 -1.01 0.751
H 1.39 -3.81 -0.11 0.330
H 2.24 4.47 0.42 0.000
H -2.72 -3.36 1.82 0.625
H -1.78 1.00 2.32 0.515
H 3.37 -2.78 1.70 0.478
H -5.13 -0.48 0.06 0.468
H -3.14 -0.23 -1.81 0.455
H -4.59 -3.66 -3.90 0.422
H -0.85 3.83 -2.20 0.479
H 4.22 0.45 1.92 0.338
H -3.03 -4.12 0.04 0.309
H 2.44 0.54 -2.00 0.566
H -5.41 3.26 2.11 0.437
H -6.43 1.51 0.70 0.439
H 4.60 -2.95 -3.78 0.438
H -4.12 -1.23 -3.83 0.424
H 0.43 3.60 1.81 0.477
H -0.63 4.96 1.37 0.264
H 1.78 -3.15 4.42 0.550
H -1.35 5.13 -1.09 0.319
H 5.31 2.60 1.47 0.466
H 3.57 2.69 -2.44 0.539
H -3.09 3.00 2.93 0.474
H 1.85 -5.57 -1.79 0.464
H 1.53 4.52 -1.91 0.102
H 3.19 -1.22 2.50 0.417
H 4.99 3.72 -0.70 0.443
H 1.67 5.81 1.45 0.405
H -0.92 -3.37 4.58 0.521
H 0.57 5.93 -2.43 0.390
H 3.45 -5.13 -3.63 0.415
H -2.93 -2.00 2.91 0.522
H 4.17 -1.20 -2.12 0.456
H -4.01 -5.09 -1.98 0.448
```

## Properties
Total energy   -2411.4993 Eh
Net charge   +2

---

No. 5
ORCA calculation (ωB97M-V/def2-TZVPD) on an isolated molecule of C4H8O2 at a distorted geometry.

The geometry in XYZ format:
```
14
Properties=species:S:1:pos:R:3:nbo_charge:R:1
O -0.33 2.32 0.00 -0.680
O -1.68 0.14 0.57 -0.711
C -0.09 1.32 -0.85 0.186
C 0.20 -1.04 -0.44 -0.396
C 1.08 -0.90 0.80 -0.621
C -0.84 0.09 -0.55 -0.080
H 1.74 -1.76 0.91 0.215
H 1.70 0.00 0.75 0.202
H -1.42 -0.07 -1.48 0.212
H 0.81 -1.05 -1.35 0.220
H 0.33 2.75 -0.61 0.547
H 0.45 -0.83 1.70 0.219
H -0.35 -1.99 -0.40 0.212
H -1.60 1.03 0.94 0.476
```

## Properties
Relative energy (zero: lowest compared OMol25 entry of this formula, charge and spin)   369.6 kJ/mol

---

No. 6
ORCA calculation (ωB97M-V/def2-TZVPD) on the ion C8H12N3 with charge +1 at a distorted geometry.

The geometry in XYZ format:
```
23
Properties=species:S:1:pos:R:3:nbo_charge:R:1
N -0.99 -2.27 0.34 -0.764
N -1.41 0.10 -0.03 -0.371
N 1.42 0.71 0.23 -0.328
C 0.40 1.75 0.37 -0.216
C -2.88 0.03 -0.19 -0.413
C 2.75 0.72 0.00 0.003
C 3.20 -0.59 -0.16 -0.280
C -0.94 1.40 -0.37 -0.231
C -0.66 -0.99 0.09 0.575
C 2.08 -1.38 -0.09 -0.243
C 0.99 -0.56 0.13 0.054
H 0.13 2.03 1.42 0.222
H -0.10 -2.78 0.54 0.445
H -3.16 -0.91 -0.59 0.211
H 0.62 2.65 -0.17 0.234
H -0.59 1.41 -1.45 0.223
H -3.11 0.82 -0.88 0.236
H 3.17 1.67 -0.08 0.227
H -3.32 0.03 0.82 0.232
H -1.95 -2.66 0.50 0.453
H 4.15 -1.05 -0.13 0.253
H -1.66 2.29 -0.22 0.262
H 1.86 -2.43 -0.11 0.215
```

## Properties
SMILES   CN1CCn2cccc2C1=[NH2+]
Relative energy (zero: lowest compared OMol25 entry of this formula, charge and spin)   159.3 kJ/mol
Net charge   +1